Entry 1:
{
  "formula": "C5H6N2O2",
  "method": "ωB97M-V/def2-TZVPD",
  "homo_lumo_gap_ev": 10.15,
  "smiles": "C=NN1C(=O)C[C@H]1C=O",
  "homo_ev": -9.72,
  "elements": ["C", "C", "C", "C", "C", "H", "H", "H", "H", "H", "H", "N", "N", "O", "O"],
  "xyz": [[-0.2879, -1.2880, 2.2193], [-0.6139, -0.0765, -0.6307], [-0.0517, 1.1362, -1.3530], [0.5937, 1.4591, 0.0091], [-0.1135, -1.3271, -1.2367], [-0.1953, -1.5592, 3.3332], [-0.6033, -2.1859, 1.4941], [-1.7253, -0.0581, -0.5384], [-0.8020, 1.8677, -1.5780], [0.6851, 0.9430, -2.1221], [1.0407, -1.4646, -1.1683], [0.0134, -0.0788, 1.8789], [0.0354, 0.3060, 0.6026], [1.2724, 2.4013, 0.4224], [-0.7601, -2.2209, -1.7771]],
  "mulliken_charge": [-0.211, 0.245, -0.585, 0.351, -0.254, 0.261, 0.195, 0.277, 0.266, 0.292, 0.293, -0.868, 0.806, -0.595, -0.474]
}

=====

Entry 2:
{
  "formula": "C5H6N2O2S",
  "method": "ωB97M-V/def2-TZVPD",
  "homo_lumo_gap_ev": [6.96, 6.96],
  "homo_ev": [-8.67, -8.66],
  "elements": ["C", "C", "C", "C", "C", "N", "N", "O", "O", "S", "H", "H", "H", "H", "H", "H"],
  "xyz": [[0.7356, -0.0325, 0.9846], [-0.4760, 0.7198, 0.5781], [0.8902, -0.9435, -0.0713], [-0.9753, 1.8530, 1.0412], [2.0096, -1.7929, -0.0721], [-0.9316, 0.1610, -0.7313], [-0.0628, -0.9139, -1.0753], [-1.0274, 2.9223, -1.6236], [0.4710, 1.3898, -2.8502], [-0.8510, 1.6926, -2.4440], [-1.7448, 2.2590, 0.4782], [-0.5711, 2.2348, 1.9407], [2.3133, -2.4924, -0.8152], [2.7803, -1.7831, 0.6945], [-1.9950, -0.1958, -0.7127], [0.1914, -0.7116, -2.0829]],
  "mulliken_charge": [-0.866, 0.891, 0.782, -0.989, -0.873, -0.250, -0.387, -0.505, -0.468, 0.765, 0.323, 0.355, 0.309, 0.306, 0.299, 0.309]
}

=====

Entry 3:
{
  "formula": "C5H6N2O3",
  "method": "ωB97M-V/def2-TZVPD",
  "homo_lumo_gap_ev": 10.51,
  "smiles": "[H]/N=C(/O)[C@@]12N[C@@H]1COC2=O",
  "homo_ev": -10.04,
  "elements": ["O", "C", "O", "C", "C", "N", "C", "C", "N", "H", "H", "H", "H", "O", "H", "H"],
  "xyz": [[-0.5120, 2.3290, -0.8075], [-0.7619, 1.2388, -0.3693], [-1.9946, 0.8689, -0.0096], [-2.0435, -0.4478, 0.5697], [-0.6686, -1.0320, 0.3499], [-0.2833, -1.0426, -1.0507], [0.1707, 0.0595, -0.2033], [1.6004, 0.2614, 0.1693], [2.6154, 0.1830, -0.6105], [-2.2753, -0.3487, 1.6366], [-2.8346, -1.0141, 0.0643], [-0.2647, -1.7747, 1.0378], [0.4693, -1.7086, -1.2175], [1.7531, 1.1544, 1.1362], [2.4431, -0.4096, -1.4186], [2.5867, 1.6831, 0.7232]],
  "mulliken_charge": [-0.560, 0.133, -0.369, -0.557, -0.288, -0.789, 1.338, 0.365, -0.743, 0.291, 0.304, 0.444, 0.287, -0.534, 0.258, 0.420]
}

=====

Entry 4:
{
  "formula": "C5H6N2O3",
  "method": "ωB97M-V/def2-TZVPD",
  "homo_lumo_gap_ev": [7.36, 7.34],
  "homo_ev": [-9.11, -9.08],
  "elements": ["C", "C", "C", "C", "C", "N", "N", "O", "O", "O", "H", "H", "H", "H", "H", "H"],
  "xyz": [[-0.8894, 0.1465, 0.2246], [0.0990, 1.1551, 0.0150], [-0.1668, -1.1359, 0.0522], [-0.1864, 2.5694, -0.0813], [-0.6780, -2.4805, 0.0822], [1.3009, 0.6229, -0.0082], [1.1614, -0.8808, -0.1715], [2.4372, 1.0352, 0.0914], [2.2014, -1.4976, -0.4045], [-2.1032, 0.2588, 0.4238], [-0.7403, 3.0167, 0.7076], [-0.6980, 2.7782, -1.0148], [0.8310, 2.9398, -0.1843], [-1.6551, -2.4509, 0.6720], [-0.0387, -3.2832, 0.5610], [-0.8749, -2.7936, -0.9652]],
  "mulliken_charge": [0.826, 0.244, 0.274, -1.210, -1.105, 0.540, 0.485, -0.619, -0.639, -0.634, 0.314, 0.273, 0.365, 0.287, 0.344, 0.257]
}

=====

Entry 5:
{
  "formula": "C5H6N2OS",
  "method": "ωB97M-V/def2-TZVPD",
  "homo_lumo_gap_ev": [5.76, 5.77],
  "homo_ev": [-7.47, -7.48],
  "elements": ["C", "C", "C", "C", "C", "N", "N", "O", "S", "H", "H", "H", "H", "H", "H"],
  "xyz": [[-1.6855, -1.1512, 0.2369], [-0.6411, -1.8430, 0.7566], [1.1634, 0.9642, -0.5347], [-1.1487, -0.1145, -0.5263], [0.2935, -0.2948, -0.6544], [-0.2366, 1.7406, 1.3203], [0.8793, 1.6480, 0.7910], [0.4868, -1.3662, 0.2222], [2.3579, 2.2570, 1.2267], [-2.6498, -1.2149, 0.5653], [-0.6692, -2.7186, 1.4156], [2.2122, 0.7577, -0.7286], [0.6207, 1.4966, -1.2663], [-1.5924, 0.6378, -1.2265], [0.6096, -0.7988, -1.5977]],
  "mulliken_charge": [-0.601, -0.062, -0.792, -0.138, 0.048, -0.613, 0.509, -0.334, -0.390, 0.472, 0.399, 0.468, 0.307, 0.315, 0.410]
}

=====

Entry 6:
{
  "formula": "C5H6N2S",
  "method": "ωB97M-V/def2-TZVPD",
  "homo_lumo_gap_ev": 8.35,
  "smiles": "c1nc2c(s1)NCC2",
  "homo_ev": -7.62,
  "elements": ["C", "C", "C", "C", "C", "N", "N", "S", "H", "H", "H", "H", "H", "H"],
  "xyz": [[-2.5074, 0.9019, 0.0505], [-0.3522, 0.6811, -0.0460], [-0.6818, -0.6517, -0.0294], [1.1199, 0.8686, -0.1334], [1.6049, -0.7491, 0.0252], [-1.3942, 1.5328, -0.0008], [0.3783, -1.5144, -0.1515], [-2.3862, -0.8605, 0.0440], [-3.4667, 1.3685, 0.1076], [1.4401, 1.2533, -1.0983], [1.5438, 1.4674, 0.6669], [2.3252, -1.0027, -0.7493], [2.0455, -0.8801, 1.0152], [0.3306, -2.4150, 0.2994]],
  "mulliken_charge": [-0.113, -0.063, 0.436, -0.420, -0.548, -0.643, -0.275, -0.182, 0.462, 0.214, 0.301, 0.301, 0.282, 0.247]
}

=====

Entry 7:
{
  "formula": "C5H6N2S",
  "method": "ωB97M-V/def2-TZVPD",
  "homo_lumo_gap_ev": 7.23,
  "smiles": "S=NCc1cc[nH]c1",
  "homo_ev": -8.09,
  "elements": ["C", "C", "C", "C", "C", "N", "N", "S", "H", "H", "H", "H", "H", "H"],
  "xyz": [[-0.2747, 1.1175, 0.3228], [0.6306, 1.3489, 1.3750], [0.0181, -0.0612, -0.3248], [1.0992, -0.5676, 0.2964], [-0.7630, -0.6672, -1.4493], [1.5225, 0.2420, 1.3142], [-2.0182, -1.4382, -1.3231], [-2.9923, -1.2013, -0.1450], [-1.1488, 1.6044, -0.0179], [0.7180, 2.0632, 2.1482], [-0.8337, 0.1880, -2.0492], [-0.1935, -1.3119, -1.9746], [2.4309, 0.1176, 1.7545], [1.8048, -1.4341, 0.0728]],
  "mulliken_charge": [-0.120, -0.877, 0.577, -0.539, -0.908, -0.024, -0.141, -0.049, 0.389, 0.401, 0.339, 0.438, 0.228, 0.284]
}

=====

Entry 8:
{
  "formula": "C5H6N2S",
  "method": "ωB97M-V/def2-TZVPD",
  "homo_lumo_gap_ev": [7.65, 7.65],
  "smiles": "CN1Cc2scnc21",
  "homo_ev": [-7.28, -7.28],
  "elements": ["C", "C", "C", "C", "C", "N", "N", "S", "H", "H", "H", "H", "H", "H"],
  "xyz": [[0.1749, -3.3277, 0.6691], [-0.5612, -1.7777, -1.1222], [-0.2779, -1.1761, 0.5368], [-0.0330, -0.3510, -1.3577], [0.0342, 1.3921, 0.7012], [0.0156, -2.2161, 1.3490], [0.0007, 0.0137, 0.0422], [0.2145, -3.3416, -1.0477], [0.3966, -4.1665, 1.3119], [0.9046, -0.4537, -1.7178], [-0.6501, 0.3128, -1.8993], [-0.6559, 1.3048, 1.5972], [1.0072, 1.7586, 1.0563], [-0.3514, 2.0230, -0.0832]],
  "mulliken_charge": [-0.092, -0.360, 0.282, -0.376, -0.733, -0.625, 0.063, -0.092, 0.410, 0.300, 0.382, 0.297, 0.244, 0.302]
}

=====

Entry 9:
{
  "formula": "C5H6N3O4P",
  "method": "ωB97M-V/def2-TZVPD",
  "charge": -2,
  "homo_lumo_gap_ev": 5.19,
  "smiles": "CC[C@]12O/C1=C/N=N\\N=P([O-])([O-])O2",
  "homo_ev": 0.74,
  "elements": ["C", "C", "C", "C", "C", "N", "N", "N", "O", "O", "O", "O", "P", "H", "H", "H", "H", "H", "H"],
  "xyz": [[-1.4548, 3.2142, 0.1707], [-1.3716, 1.9241, -0.0248], [-0.8936, 0.6360, 0.4704], [0.3755, -1.4895, 0.2819], [0.4212, -0.0028, 0.0062], [-0.6081, 3.9510, 0.9696], [-0.2499, 3.5748, 2.1189], [-0.5459, 2.5896, 2.7907], [-3.1816, 1.9960, 2.4754], [-1.4456, 0.2318, 1.6277], [-1.8607, 0.7694, -0.6071], [-1.6887, 0.5760, 4.0430], [-1.8475, 1.4420, 2.8352], [-2.0354, 3.9344, -0.5567], [-0.0587, -2.1364, -0.3916], [1.3304, -1.9563, 0.5043], [-0.1771, -1.4086, 1.2298], [0.7095, 0.1580, -1.1212], [1.2607, 0.4723, 0.4688]],
  "mulliken_charge": [-0.379, -0.039, 1.081, -1.161, -0.511, -0.378, -0.491, -0.133, -0.724, -0.420, -0.608, -0.832, 0.792, 0.247, 0.320, 0.318, 0.323, 0.273, 0.322]
}

=====

Entry 10:
{
  "formula": "C5H6N4O2",
  "method": "ωB97M-V/def2-TZVPD",
  "homo_lumo_gap_ev": [7.56, 7.56],
  "homo_ev": [-8.55, -8.55],
  "elements": ["C", "C", "C", "C", "C", "N", "N", "N", "N", "O", "O", "H", "H", "H", "H", "H", "H"],
  "xyz": [[-1.7223, 0.6008, -0.1573], [0.6165, 0.8346, -0.3969], [1.1686, -1.3202, 0.0232], [-3.6767, -0.8020, 0.0339], [2.9688, 0.5999, 0.3103], [-2.9222, 0.1665, 0.1518], [-0.5911, -0.0521, -0.2112], [1.6440, 0.1181, -0.1283], [-0.1471, -1.2827, 0.0408], [0.4759, 1.9780, -0.6183], [1.8908, -2.2832, 0.1380], [-1.5325, 1.6419, -0.2947], [-3.3780, -1.6143, -0.6703], [-4.5790, -0.8619, 0.5672], [3.3119, 1.3918, -0.3864], [2.8646, 0.9953, 1.3208], [3.6080, -0.1105, 0.2774]],
  "mulliken_charge": [0.115, 0.521, 0.445, -0.242, -0.993, -0.321, 0.596, 0.009, -1.018, -0.579, -0.581, 0.461, 0.231, 0.287, 0.317, 0.314, 0.435]
}

=====

Entry 11:
{
  "formula": "C5H6N4O3",
  "method": "ωB97M-V/def2-TZVPD",
  "homo_lumo_gap_ev": 8.86,
  "smiles": "CC(=O)OCc1nnc(O)nn1",
  "homo_ev": -10.26,
  "elements": ["C", "C", "O", "O", "C", "C", "N", "N", "C", "O", "N", "N", "H", "H", "H", "H", "H", "H"],
  "xyz": [[0.1389, 0.4188, 2.4106], [0.2428, 1.5337, 1.3785], [1.2390, 2.1220, 1.2675], [-0.8150, 1.9173, 0.6030], [-1.5730, 0.8243, 0.0661], [-0.6729, -0.0604, -0.7938], [-0.1768, 0.5185, -1.8744], [0.6369, -0.2235, -2.5978], [0.8448, -1.4455, -2.1416], [1.7112, -2.1978, -2.8701], [0.3233, -2.0417, -1.0920], [-0.4935, -1.2954, -0.3656], [-0.7426, 0.5877, 3.0398], [1.0094, 0.5173, 3.0586], [0.1671, -0.5880, 1.9915], [-2.3968, 1.2172, -0.5298], [-2.0153, 0.2605, 0.8952], [2.5725, -2.0650, -2.4457]],
  "mulliken_charge": [-0.910, 0.671, -0.495, -0.372, -0.497, 0.605, -0.164, -0.324, 0.523, -0.475, -0.466, -0.076, 0.313, 0.318, 0.300, 0.333, 0.343, 0.371]
}

=====

Entry 12:
{
  "formula": "C5H6N4O4P2",
  "method": "ωB97M-V/def2-TZVPD",
  "homo_lumo_gap_ev": 9.14,
  "homo_ev": -9.08,
  "elements": ["C", "C", "C", "C", "C", "N", "N", "N", "N", "O", "O", "O", "O", "P", "P", "H", "H", "H", "H", "H", "H"],
  "xyz": [[1.0734, 0.6085, 0.1484], [1.0487, -0.8582, -1.1855], [-1.2618, 0.8004, -1.0472], [-1.2191, -0.9206, 0.1374], [-0.1422, -0.1171, -0.5273], [2.0074, -0.1412, -0.4763], [-2.2145, 0.0436, -0.2958], [4.3808, 0.9400, 0.6302], [-4.2809, -0.4964, 1.1387], [1.0694, 1.5359, 0.8834], [1.2192, -1.6812, -2.0470], [-1.5303, 1.7339, -1.7162], [-1.3440, -1.9934, 0.6528], [4.0538, -0.1776, -0.5769], [-3.9311, -0.2513, -0.4520], [4.3698, 1.9989, 0.3876], [4.7282, 0.5116, 1.4957], [-4.5037, -1.3503, 1.5272], [-3.4208, -0.0880, 1.5752], [4.1148, -1.3123, 0.1959], [-4.2171, 1.2148, -0.4482]],
  "mulliken_charge": [0.332, 0.144, 0.231, 0.317, 0.905, -0.095, 0.020, -0.448, -0.487, -0.583, -0.596, -0.548, -0.563, 0.159, -0.087, 0.272, 0.255, 0.267, 0.352, 0.073, 0.082]
}

=====

Let's list energy above the lowest of the compared OMol25 structures with the same formula, charge and spin in order: 2.984, 7.111, 1.682, 5.332, 6.198, 1.092, 3.148, 5.516, 2.144, 3.133, 0.000, 0.000 eV.